{"formula": "C5H11N", "method": "the ωB97M-V functional and the def2-TZVPD basis", "elements": ["C", "C", "C", "C", "N", "C", "H", "H", "H", "H", "H", "H", "H", "H", "H", "H", "H"], "xyz": [[1.993463, -0.067492, 0.175961], [0.637517, -0.479517, -0.348072], [-0.495883, 0.476655, -0.470092], [-0.415725, 1.920374, -0.042187], [-0.491547, -0.537388, 0.569139], [-1.441433, -1.618703, 0.378325], [2.623257, -0.937771, 0.386667], [2.513035, 0.552155, -0.564341], [1.895605, 0.506376, 1.100713], [0.663824, -1.265633, -1.106530], [-1.171829, 0.286883, -1.308698], [0.247157, 2.033005, 0.819426], [-1.405497, 2.288323, 0.248555], [-0.041027, 2.551766, -0.855619], [-2.443508, -1.262977, 0.643235], [-1.191727, -2.457765, 1.035552], [-1.475678, -1.988291, -0.662028]], "forces_ev_per_angstrom": [[0.00, 0.01, 0.04], [0.17, -0.05, -0.10], [-0.09, 0.16, -0.13], [0.04, 0.03, 0.02], [-0.06, -0.04, 0.06], [-0.11, -0.14, 0.00], [-0.12, 0.08, -0.02], [-0.04, -0.09, 0.10], [0.00, -0.07, -0.13], [-0.03, 0.12, 0.08], [0.09, 0.01, 0.13], [-0.10, -0.01, -0.13], [0.12, -0.04, -0.05], [-0.06, -0.08, 0.10], [0.15, -0.07, -0.01], [0.00, 0.11, -0.10], [0.03, 0.08, 0.14]], "smiles": "C[C@@H]1[C@H](C)N1C", "total_energy_ha": -251.8235, "homo_energy_ev": -9.02, "lumo_ev": 1.244, "de_lowest_kj_mol": 102.4}